Entry 1:
Below is a structure of composition C26H24Cl2IrN4O5 at a distorted geometry, with properties calculated with wB97M-V/def2-TZVPD.

Atoms and positions in Å:
Ir -0.418 -0.196 -1.046
O 3.502 -0.329 1.047
C 3.509 -1.672 1.255
C 4.727 -2.267 1.555
C 4.794 -3.627 1.779
C 3.649 -4.422 1.713
C 2.447 -3.849 1.380
C 2.355 -2.467 1.132
C 1.120 -1.909 0.594
O 0.995 -0.611 0.452
N 0.174 -2.729 0.194
N -0.711 -2.113 -0.611
C -1.766 -2.692 -1.052
C -2.496 -1.950 -2.054
C -3.587 -2.443 -2.747
C -4.203 -1.635 -3.689
C -3.706 -0.361 -3.920
C -2.602 0.064 -3.206
N -2.013 -0.715 -2.293
H 2.580 -0.063 0.904
H 5.607 -1.640 1.610
H 5.749 -4.081 2.009
H 3.713 -5.483 1.909
H 1.555 -4.451 1.287
H -2.046 -3.686 -0.726
H -3.944 -3.442 -2.540
H -5.057 -2.001 -4.243
H -4.162 0.298 -4.645
H -2.169 1.042 -3.364
Cl 5.997 3.266 -1.204
C 4.375 2.817 -1.199
C 3.392 3.744 -0.827
C 2.075 3.370 -0.808
Cl 0.867 4.475 -0.360
C 1.663 2.024 -1.188
O 0.451 1.723 -1.178
C 2.711 1.106 -1.580
C 2.404 -0.248 -2.012
O 1.288 -0.748 -2.120
C 4.018 1.501 -1.579
H 3.675 4.752 -0.557
H 3.264 -0.868 -2.287
H 4.796 0.811 -1.884
O -1.950 0.827 -0.214
C -1.937 1.856 0.512
C -3.085 2.797 0.482
C -3.853 2.454 1.808
C -3.585 1.052 2.414
C -2.314 0.905 3.279
C -1.000 0.889 2.485
N -1.060 2.008 1.510
H -3.693 2.616 -0.401
H -2.755 3.836 0.485
H -4.919 2.535 1.603
H -3.616 3.211 2.557
H -3.585 0.291 1.627
H -4.437 0.820 3.053
H -2.379 -0.020 3.854
H -2.282 1.728 4.000
H -0.867 -0.041 1.938
H -0.143 1.032 3.137
H -1.112 2.909 1.968

Summary:
HOMO energy (spin up / spin down): -13.4 / -13.3 eV
2S+1: 2
⟨S²⟩: 0.779
Net charge: +2
Energy above the lowest of the compared OMol25 structures with the same formula, charge and spin: 1.1860 eV

These are the Mulliken partial charges, in e, on atoms 1 to 5:
1. Ir 1.935
2. O -0.667
3. C 0.302
4. C -0.650
5. C -0.426

***

Entry 2:
Below is a cluster of 2 separate species, C26H24ClF7N3O6P in total at a distorted geometry, with properties calculated with wB97M-V/def2-TZVPD.

Atoms and positions in Å:
N 6.179 -1.650 -2.959
C 4.788 -1.154 -2.943
C 4.691 0.044 -1.992
C 3.300 0.627 -1.969
C 2.838 1.213 -3.168
F 3.682 1.269 -4.204
C 1.582 1.742 -3.304
P 1.038 2.457 -4.889
O 0.293 1.469 -5.702
C 0.686 1.708 -2.215
N -0.567 2.232 -2.366
C -1.339 2.166 -1.319
C -2.730 2.713 -1.432
C -3.740 1.625 -1.769
O -3.731 1.094 -2.839
C -4.743 1.249 -0.727
C -4.877 -0.080 -0.346
C -5.805 -0.444 0.620
C -6.612 0.529 1.197
C -6.477 1.856 0.813
C -5.543 2.226 -0.146
C -0.880 1.606 -0.090
Cl -1.931 1.537 1.273
N 0.306 1.132 0.071
C 1.125 1.152 -1.015
C 2.432 0.623 -0.888
C 2.918 0.042 0.412
O 3.908 0.464 0.915
C 2.214 -1.145 1.169
F 1.189 -0.678 1.905
F 3.109 -1.635 2.032
C 1.748 -2.319 0.240
F 2.385 -3.439 0.626
F 2.101 -2.088 -1.039
C 0.243 -2.670 0.298
F -0.522 -1.596 0.059
F -0.019 -3.144 1.521
C -0.107 -3.773 -0.735
O 0.015 -4.917 -0.500
O -0.534 -3.271 -1.921
H 6.708 -1.283 -2.183
H 6.178 -2.658 -2.911
H 4.512 -0.873 -3.951
H 4.124 -1.929 -2.568
H 5.019 -0.304 -1.025
H 5.366 0.825 -2.338
H 0.266 3.585 -4.567
H 2.206 2.889 -5.538
H -3.005 3.267 -0.543
H -2.729 3.418 -2.260
H -4.259 -0.831 -0.815
H -5.890 -1.479 0.909
H -7.345 0.269 1.944
H -7.095 2.626 1.250
H -5.460 3.268 -0.413
H -1.470 -3.497 -2.010
C 1.122 -0.133 5.974
C -0.354 -0.177 5.609
C -0.733 -1.513 4.988
O -0.673 0.889 4.715
H 1.739 -0.258 5.079
H 1.378 0.831 6.416
H 1.380 -0.921 6.682
H -0.956 -0.005 6.502
H -0.169 -1.676 4.066
H -1.793 -1.528 4.732
H -0.527 -2.340 5.669
H -0.155 0.765 3.912

Summary:
HOMO energy: -9.6 eV
2S+1: 1
SMILES string: NCCc1c(F)c([PH2]=O)c2nc(CC(=O)c3ccccc3)c(Cl)nc2c1C(=O)C(F)(F)C(F)(F)C(F)(F)C(=O)O.CC(C)O

These are the Mulliken partial charges, in e, on atoms 1 to 5:
1. N -0.631
2. C -0.100
3. C -1.259
4. C 0.242
5. C 0.809

***

Entry 3:
Below is a structure of composition C26H24CsF6N6O6S4, with properties calculated with wB97M-V/def2-TZVPD.

Atoms and positions in Å:
Cs 1.881 -0.528 0.165
S 3.309 2.141 4.024
C 1.811 2.585 3.230
N 1.705 3.172 2.096
C 0.378 3.364 1.765
C -0.066 4.012 0.621
C -1.415 4.222 0.462
C -2.329 3.779 1.423
C -1.908 3.106 2.555
C -0.546 2.917 2.721
S 0.302 2.150 4.027
H 0.649 4.349 -0.114
H -1.775 4.727 -0.423
H -3.385 3.959 1.277
H -2.617 2.747 3.288
F 1.913 -3.432 -3.058
C 2.851 -3.742 -2.165
F 2.292 -3.742 -0.944
F 3.318 -4.955 -2.432
S 4.226 -2.520 -2.213
O 3.564 -1.256 -1.966
O 4.882 -2.712 -3.467
N 5.118 -3.020 -1.025
S 5.437 -2.184 0.255
O 6.438 -1.168 0.064
O 4.281 -1.811 1.038
C 6.265 -3.497 1.252
F 5.444 -4.522 1.486
F 7.360 -3.958 0.652
F 6.626 -2.979 2.434
N 5.473 1.799 1.359
C 5.514 2.542 0.090
C 4.097 2.704 -0.441
N 4.090 3.395 -1.725
H 6.379 1.851 1.811
H 5.335 0.810 1.168
H 4.087 2.218 2.906
H 6.145 2.053 -0.666
H 5.937 3.532 0.279
H 3.519 3.282 0.285
H 3.634 1.710 -0.485
H 4.499 2.801 -2.439
H 3.137 3.578 -2.014
O -0.472 1.050 -0.544
C -1.272 0.113 -0.452
N -2.553 0.191 -0.967
C -3.321 -0.953 -0.563
C -2.174 -1.821 0.064
O -2.364 -2.962 0.439
N -1.029 -1.103 0.109
C -4.006 -1.611 -1.752
C -4.434 -0.813 -2.806
C -5.092 -1.361 -3.892
C -5.332 -2.724 -3.946
C -4.903 -3.527 -2.905
C -4.250 -2.978 -1.814
C -4.320 -0.664 0.553
C -5.038 -1.712 1.127
C -5.948 -1.474 2.138
C -6.165 -0.183 2.596
C -5.454 0.861 2.036
C -4.537 0.621 1.024
H -2.941 1.105 -1.122
H -4.236 0.249 -2.790
H -5.412 -0.720 -4.703
H -5.841 -3.157 -4.797
H -5.069 -4.596 -2.941
H -3.889 -3.610 -1.020
H -4.861 -2.723 0.796
H -6.488 -2.303 2.576
H -6.881 0.002 3.386
H -5.605 1.875 2.387
H -3.971 1.449 0.628

Summary:
HOMO energy: -6.3 eV
2S+1: 1
Net charge: -1
Energy above the lowest of the compared OMol25 structures with the same formula, charge and spin: 0.6701 eV

These are the Mulliken partial charges, in e, on atoms 1 to 5:
1. Cs 1.276
2. S -0.304
3. C 0.489
4. N -0.388
5. C -0.410

***

Entry 4:
Below is a cluster of 2 separate species, C26H24F2O3 in total at a distorted geometry, with properties calculated with wB97M-V/def2-TZVPD.

Atoms and positions in Å:
C 5.029 3.891 -0.906
C 3.692 3.266 -0.794
C 2.555 4.064 -0.645
F 2.731 5.426 -0.713
C 1.283 3.568 -0.449
C 1.071 2.157 -0.564
C -0.192 1.519 -0.594
C -1.451 2.117 -0.830
C -1.664 3.480 -1.219
C -2.940 3.999 -1.129
F -3.112 5.358 -1.253
C -4.079 3.231 -0.885
C -5.415 3.869 -0.845
C -3.890 1.851 -0.708
C -2.621 1.317 -0.673
C 2.236 1.350 -0.676
C 3.500 1.877 -0.794
H 5.787 3.107 -0.950
H 5.118 4.510 -1.805
H 5.244 4.527 -0.040
H 0.459 4.239 -0.219
H -0.189 0.436 -0.450
H -0.838 4.104 -1.549
H -6.181 3.094 -0.781
H -5.521 4.525 0.028
H -5.604 4.473 -1.740
H -4.759 1.200 -0.585
H -2.465 0.253 -0.522
H 2.084 0.275 -0.659
H 4.359 1.210 -0.886
C -3.466 -4.781 -1.869
C -2.763 -3.454 -1.753
O -1.817 -3.654 -0.680
C -1.036 -2.562 -0.391
C -0.184 -2.932 0.701
C 1.038 -2.316 1.048
C 1.870 -2.998 2.106
C 1.684 -4.339 2.474
C 2.449 -4.935 3.487
C 3.449 -4.199 4.127
C 3.685 -2.872 3.733
C 2.912 -2.283 2.727
O 1.450 -1.269 0.520
O -1.169 -1.514 -1.023
H -4.233 -4.769 -2.643
H -2.748 -5.571 -2.114
H -3.944 -5.041 -0.919
H -2.236 -3.200 -2.682
H -3.466 -2.653 -1.488
H -0.481 -3.856 1.184
H 0.925 -4.926 1.961
H 2.245 -5.970 3.766
H 4.033 -4.652 4.929
H 4.468 -2.291 4.217
H 3.106 -1.254 2.418

Summary:
HOMO energy: -6.5 eV
2S+1: 1
Energy above the lowest of the compared OMol25 structures with the same formula, charge and spin: 0.0000 eV

These are the Mulliken partial charges, in e, on atoms 1 to 5:
1. C -1.446
2. C 1.146
3. C 0.389
4. F -0.345
5. C -1.060

***

Entry 5:
Below is a structure of composition C26H24FeN5O3S, with properties calculated with wB97M-V/def2-TZVPD.

Atoms and positions in Å:
Fe 0.203 -0.158 -0.196
O -1.170 -1.390 -0.624
C -2.453 -1.457 -0.334
C -3.117 -2.689 -0.466
C -4.439 -2.826 -0.098
C -5.161 -1.740 0.394
C -4.543 -0.511 0.479
C -3.198 -0.341 0.126
C -2.642 0.989 0.105
N -1.403 1.202 -0.116
N -0.975 2.486 -0.332
C 0.195 2.457 -0.890
O 0.823 1.345 -1.182
C 0.853 3.731 -1.237
C 0.210 4.943 -0.989
C 0.834 6.135 -1.310
C 2.102 6.126 -1.879
C 2.744 4.922 -2.125
C 2.122 3.724 -1.806
H -2.556 -3.525 -0.868
H -4.924 -3.789 -0.203
H -6.198 -1.855 0.679
H -5.099 0.353 0.823
H -3.306 1.846 0.208
H -0.775 4.933 -0.543
H 0.334 7.075 -1.115
H 2.590 7.060 -2.126
H 3.732 4.913 -2.566
H 2.613 2.779 -1.990
N 1.028 0.902 2.742
C 0.716 0.514 1.700
C -3.897 -4.113 3.548
C -2.642 -4.249 2.700
C -1.856 -2.949 2.679
N -0.688 -3.056 1.803
C 0.525 -2.554 1.959
S 1.537 -2.342 0.607
N 0.970 -2.215 3.205
C 0.773 -2.856 4.440
O 0.950 -2.246 5.462
C 0.444 -4.312 4.430
C -0.349 -4.798 5.464
C -0.653 -6.148 5.527
C -0.144 -7.017 4.571
C 0.672 -6.537 3.555
C 0.963 -5.183 3.479
H -4.471 -5.039 3.552
H -4.540 -3.317 3.166
H -3.644 -3.873 4.583
H -2.910 -4.515 1.674
H -2.004 -5.049 3.084
H -1.539 -2.675 3.681
H -2.484 -2.135 2.303
H -0.891 -3.296 0.840
H 1.559 -1.387 3.238
H -0.715 -4.107 6.213
H -1.279 -6.524 6.325
H -0.374 -8.073 4.623
H 1.085 -7.217 2.822
H 1.608 -4.814 2.691

Summary:
HOMO energy (spin up / spin down): -8.3 / -8.5 eV
2S+1: 6
⟨S²⟩: 8.764
Energy above the lowest of the compared OMol25 structures with the same formula, charge and spin: 0.3496 eV

These are the Mulliken partial charges, in e, on atoms 1 to 5:
1. Fe 0.441
2. O -0.790
3. C 0.470
4. C -0.004
5. C -0.432

***

Entry 6:
Below is a structure of composition C26H24IN4O4Pd, with properties calculated with wB97M-V/def2-TZVPD.

Atoms and positions in Å:
Pd 1.751 -0.085 -0.394
C -0.871 -0.828 3.345
C -1.056 0.459 2.601
N -2.162 1.138 2.757
C -2.310 2.316 2.095
C -1.360 2.853 1.277
C -1.639 4.142 0.564
O -1.670 3.890 -0.850
C -0.152 2.126 1.069
C 0.823 2.673 0.165
N 1.848 2.068 -0.345
C 2.764 2.822 -1.142
C 2.808 4.220 -1.112
C 3.690 4.937 -1.898
C 4.585 4.280 -2.730
C 4.603 2.897 -2.742
C 3.710 2.192 -1.948
I 3.940 0.112 -1.980
C -0.001 0.891 1.719
O 1.011 0.098 1.563
H -1.676 -0.943 4.067
H 0.093 -0.850 3.852
H -0.882 -1.677 2.657
H -3.249 2.832 2.255
H -0.870 4.889 0.784
H -2.590 4.546 0.912
H -2.272 4.512 -1.269
H 0.644 3.700 -0.134
H 2.163 4.766 -0.440
H 3.689 6.017 -1.844
H 5.282 4.835 -3.343
H 5.315 2.368 -3.360
O -4.710 -2.294 0.321
C -4.444 -0.943 0.008
C -3.009 -0.818 -0.413
C -2.549 0.347 -1.009
C -1.200 0.481 -1.262
N -0.323 -0.480 -0.970
C -0.765 -1.643 -0.473
C -2.100 -1.842 -0.175
C 0.271 -2.687 -0.235
C -0.046 -4.024 -0.095
C 0.967 -4.951 0.120
C 0.617 -6.411 0.294
O -0.442 -6.811 -0.553
C 2.273 -4.492 0.177
C 2.516 -3.139 0.020
N 1.541 -2.257 -0.187
H -5.624 -2.380 0.605
H -4.590 -0.293 0.879
H -5.090 -0.575 -0.795
H -3.217 1.167 -1.240
H -0.804 1.392 -1.690
H -2.442 -2.764 0.269
H -1.069 -4.363 -0.179
H 0.259 -6.565 1.312
H 1.509 -7.030 0.167
H -0.110 -6.907 -1.452
H 3.100 -5.172 0.338
H 3.522 -2.742 0.070

Summary:
HOMO energy (spin up / spin down): -10.5 / -10.6 eV
2S+1: 3
⟨S²⟩: 2.009
Net charge: +1

These are the Mulliken partial charges, in e, on atoms 1 to 5:
1. Pd 0.208
2. C -1.168
3. C 0.914
4. N -0.604
5. C -1.104

***

Entry 7:
Below is a structure of composition C26H24IrN2O7PS4 at a distorted geometry, with properties calculated with wB97M-V/def2-TZVPD.

Atoms and positions in Å:
Ir 0.537 0.554 -1.068
C 3.206 3.473 0.478
C 2.509 2.800 -0.659
O 1.356 2.365 -0.486
N 3.149 2.690 -1.826
C 2.547 2.075 -3.003
C 2.762 0.585 -3.039
C 3.690 0.028 -3.897
C 3.911 -1.341 -3.885
C 3.198 -2.113 -2.989
C 2.291 -1.500 -2.146
N 2.071 -0.179 -2.175
H 2.464 3.967 1.100
H 3.957 4.188 0.148
H 3.674 2.690 1.080
H 4.130 2.918 -1.843
H 2.987 2.528 -3.888
H 1.483 2.305 -2.998
H 4.229 0.675 -4.576
H 4.629 -1.789 -4.558
H 3.325 -3.184 -2.928
H 1.716 -2.059 -1.423
O -2.051 -2.673 -0.596
S -1.682 -1.319 -0.872
O -1.476 -0.487 0.299
O -0.435 -1.141 -1.728
C -3.015 -0.577 -1.810
C -4.148 -1.364 -1.944
C -5.264 -0.900 -2.626
C -5.245 0.360 -3.193
C -4.115 1.156 -3.064
C -2.997 0.704 -2.379
S -1.671 1.900 -2.227
O -1.344 1.989 -0.797
O -2.132 3.110 -2.832
O -0.457 1.299 -2.871
H -4.141 -2.351 -1.505
H -6.139 -1.530 -2.709
H -6.105 0.736 -3.732
H -4.091 2.148 -3.490
S 2.991 -1.041 3.510
P 1.270 -0.786 2.622
S 1.863 -0.218 0.698
C 0.221 -2.264 2.692
C -1.168 -2.195 2.666
C -1.920 -3.353 2.785
C -1.294 -4.581 2.926
C 0.092 -4.655 2.954
C 0.848 -3.500 2.846
C 0.257 0.541 3.333
C -0.402 0.306 4.538
C -1.098 1.327 5.162
C -1.143 2.591 4.586
C -0.492 2.827 3.385
C 0.209 1.807 2.760
H -1.664 -1.244 2.547
H -3.000 -3.293 2.757
H -1.886 -5.482 3.022
H 0.585 -5.612 3.071
H 1.929 -3.540 2.892
H -0.363 -0.677 4.993
H -1.608 1.137 6.097
H -1.691 3.387 5.073
H -0.541 3.807 2.927
H 0.697 1.976 1.810

Summary:
HOMO energy: -7.7 eV
2S+1: 1
Energy above the lowest of the compared OMol25 structures with the same formula, charge and spin: 1.3093 eV

These are the Mulliken partial charges, in e, on atoms 1 to 5:
1. Ir 2.253
2. C -1.469
3. C 0.700
4. O -0.335
5. N -0.004

***

Entry 8:
Below is an isolated molecule of C26H24N4O3, with properties calculated with wB97M-V/def2-TZVPD.

Atoms and positions in Å:
O -1.678 -3.863 1.607
C -0.877 -3.503 0.764
N -1.001 -3.876 -0.542
C -0.282 -3.298 -1.657
H 0.226 -4.096 -2.213
C -1.301 -2.574 -2.571
N -2.442 -2.131 -1.808
C -2.376 -0.959 -1.067
C -3.519 -0.486 -0.411
C -3.499 0.697 0.299
C -2.348 1.464 0.363
C -1.220 1.025 -0.305
C -1.225 -0.166 -1.007
H -0.310 -0.469 -1.490
H -0.312 1.609 -0.270
H -2.331 2.389 0.918
H -4.397 1.027 0.801
H -4.443 -1.040 -0.470
C -3.215 -3.264 -1.327
H -3.774 -2.970 -0.440
C -2.274 -4.433 -0.951
H -2.103 -5.105 -1.796
H -2.687 -4.999 -0.117
H -3.922 -3.584 -2.103
H -0.837 -1.730 -3.080
H -1.676 -3.260 -3.337
H 0.469 -2.601 -1.288
C 0.269 -2.608 1.093
C -0.036 -1.400 1.711
C 0.958 -0.470 1.940
C 2.270 -0.736 1.564
C 2.585 -1.975 1.024
C 1.592 -2.909 0.791
H 1.842 -3.868 0.361
H 3.606 -2.197 0.754
C 3.303 0.351 1.679
N 2.822 1.550 0.992
C 2.657 1.432 -0.374
O 2.950 0.434 -0.991
N 2.139 2.534 -1.007
C 1.744 3.689 -0.375
C 1.180 4.751 -1.079
C 0.797 5.891 -0.403
C 0.966 5.991 0.974
C 1.520 4.943 1.676
C 1.915 3.783 1.010
C 2.491 2.662 1.758
O 2.673 2.673 2.956
H 1.663 4.987 2.745
H 0.662 6.889 1.490
H 0.360 6.712 -0.951
H 1.047 4.671 -2.148
H 2.016 2.448 -2.007
H 3.469 0.640 2.720
H 4.243 0.037 1.221
H 0.712 0.478 2.395
H -1.059 -1.188 1.981

Summary:
HOMO energy: -7.7 eV
2S+1: 1
SMILES string: O=C(c1ccc(Cn2c(=O)[nH]c3ccccc3c2=O)cc1)N1CCN(c2ccccc2)CC1
Energy above the lowest of the compared OMol25 structures with the same formula, charge and spin: 0.0000 eV

These are the Mulliken partial charges, in e, on atoms 1 to 5:
1. O -0.679
2. C 0.296
3. N 0.081
4. C -0.410
5. H 0.373

***

Which formula does entry 7 have? C26H24IrN2O7PS4

***

Which value of 2S+1 does entry 4 give? 1